# C31H22CrN3O3

A molecular structure, C31H22CrN3O3 at a distorted geometry (ωB97M-V with the def2-TZVPD basis set, the OMol25 dataset).

CARTESIAN COORDINATES (ANGSTROEM)
O1 5.0729 0.7346 4.7312
C1 4.8265 0.6344 3.5967
Cr1 4.2839 0.1562 1.8314
C2 2.7760 -0.5435 2.7236
O2 1.9404 -1.0370 3.3731
C3 5.0824 -1.5175 2.2662
O3 5.4769 -2.5177 2.7159
C4 5.7455 1.1895 0.6006
C5 4.8492 2.1162 1.1549
C6 3.4670 1.9395 0.9993
C7 2.9524 0.8683 0.2384
C8 1.5221 0.6031 0.1363
C9 0.3305 0.3653 0.0668
C10 -1.1194 0.1042 0.2019
C11 -1.3888 -1.3042 0.7138
C12 -0.3411 -2.2191 0.8072
C13 -0.5886 -3.5562 1.1372
C14 -1.8821 -3.9544 1.4778
C15 -2.9139 -3.0111 1.5138
C16 -2.6830 -1.7036 1.0674
C17 -1.7866 1.2428 0.9428
C18 -1.5739 2.5240 0.4334
C19 -2.3039 3.6102 0.9331
C20 -3.2507 3.3937 1.9473
C21 -3.3606 2.1382 2.5418
C22 -2.5659 1.0773 2.0900
C23 3.8662 -0.0878 -0.2456
C24 5.2488 0.0800 -0.0976
H1 6.8244 1.3165 0.7386
H2 5.2228 2.9651 1.7336
H3 2.7614 2.6300 1.4706
H4 0.6745 -1.8773 0.6043
H5 0.2433 -4.2615 1.1255
H6 -2.0726 -4.9867 1.7712
H7 -3.9107 -3.2837 1.8702
H8 -3.5063 -0.9862 1.0474
H9 -0.8241 2.6850 -0.3453
H10 -2.1455 4.6044 0.5056
H11 -3.8621 4.2239 2.3063
H12 -4.0591 1.9604 3.3609
H13 -2.5899 0.1083 2.5863
H14 3.4585 -0.9693 -0.7491
H15 5.9241 -0.6762 -0.5052
C25 -3.8539 1.6505 -3.4449
N1 -2.8693 0.8740 -2.7246
N2 -2.6238 1.0344 -1.4331
N3 -1.6670 0.1671 -1.1181
C26 -1.2957 -0.5986 -2.2412
C27 -2.0706 -0.1136 -3.2652
C28 -2.0340 -0.5997 -4.5694
C29 -1.1508 -1.6586 -4.7888
C30 -0.3487 -2.1669 -3.7507
C31 -0.3881 -1.6334 -2.4511
H16 -3.8572 1.2839 -4.4720
H17 -4.8483 1.5117 -3.0093
H18 -3.5917 2.7143 -3.4449
H19 -2.6841 -0.1532 -5.3228
H20 -1.0849 -2.1028 -5.7848
H21 0.3180 -3.0020 -3.9685
H22 0.2293 -1.9852 -1.6303

As for the expectation value of S²: 3.81. As for the charge: +2. Its HOMO energy (spin up / spin down) is -11.6393 / -13.7424 eV. As for the spin multiplicity: 4. The gap between HOMO and LUMO (spin up / spin down) is 5.8 / 4.4 eV.

# C31H22N10O4S3SeTa

A molecular structure, C31H22N10O4S3SeTa at a distorted geometry (ωB97M-V with the def2-TZVPD basis set, the OMol25 dataset).

CARTESIAN COORDINATES (ANGSTROEM)
Ta1 0.2339 -0.0206 0.1135
S1 -0.9919 0.4402 2.2396
C1 0.5080 1.0196 2.8904
S2 1.8530 0.4157 1.9655
C2 0.6462 1.8715 3.9366
C3 1.9395 2.3726 4.2664
N1 2.9929 2.7875 4.4691
C4 -0.4890 2.3431 4.6564
N2 -1.4116 2.7127 5.2345
O1 -0.4247 3.6093 -1.5938
C5 -0.1733 2.4490 -1.4665
O2 0.0658 1.8163 -0.3325
C6 -0.1002 1.4899 -2.6295
C7 -0.1554 1.9208 -3.9399
C8 -0.0338 0.9703 -4.9423
C9 0.1523 -0.3604 -4.5965
C10 0.1947 -0.7067 -3.2571
N3 0.0563 0.2027 -2.2958
H1 -0.2702 2.9762 -4.1410
H2 -0.0693 1.2635 -5.9827
H3 0.2712 -1.1256 -5.3497
H4 0.3515 -1.7279 -2.9390
N4 4.1870 -1.0091 0.1044
C11 4.0382 0.2587 -0.2405
N5 4.9466 1.1594 0.1088
S3 2.6870 0.7603 -1.1734
H5 4.9435 -1.3137 0.6965
H6 3.5198 -1.6875 -0.2507
H7 5.7440 0.9247 0.6787
H8 4.7751 2.1310 -0.0878
O3 -1.7130 -2.2989 1.2545
C12 -0.7592 -2.8183 0.7129
N6 -0.5650 -4.1318 0.4734
C13 0.6576 -4.4040 -0.2652
C14 1.1556 -2.9690 -0.4658
O4 2.1483 -2.6130 -1.0781
N7 0.3112 -2.0882 0.1615
C15 1.6780 -5.2299 0.5308
C16 3.0235 -5.2163 0.1759
C17 3.9366 -6.0006 0.8630
C18 3.5194 -6.8119 1.9074
C19 2.1804 -6.8280 2.2618
C20 1.2641 -6.0404 1.5807
C21 0.3637 -5.1132 -1.5934
C22 1.1913 -4.9425 -2.6991
C23 0.9308 -5.6196 -3.8818
C24 -0.1566 -6.4740 -3.9772
C25 -0.9779 -6.6544 -2.8750
C26 -0.7203 -5.9808 -1.6903
H9 -1.1636 -4.8316 0.8722
H10 3.3643 -4.5909 -0.6371
H11 4.9803 -5.9787 0.5775
H12 4.2320 -7.4272 2.4393
H13 1.8416 -7.4564 3.0746
H14 0.2272 -6.0695 1.8892
H15 2.0417 -4.2783 -2.6412
H16 1.5872 -5.4795 -4.7308
H17 -0.3559 -7.0042 -4.8985
H18 -1.8205 -7.3313 -2.9307
H19 -1.3625 -6.1667 -0.8383
Se1 -3.3332 -3.0258 -2.0701
N8 -4.6983 -2.2245 -1.3503
C27 -4.2712 -1.0744 -0.8575
C28 -5.0469 -0.1209 -0.1597
C29 -4.4109 0.9920 0.2994
C30 -3.0236 1.1592 0.0992
N9 -2.2479 0.2981 -0.5253
C31 -2.8551 -0.8199 -1.0268
N10 -2.1923 -1.7507 -1.6918
H20 -6.1018 -0.2946 0.0034
H21 -4.9454 1.7519 0.8505
H22 -2.5271 2.0423 0.4853

For the energy relative to the best compared isomer or geometry (same formula, charge and spin), the calculation gives 15.20 kcal per mole. As for the charge: +1. Its HOMO energy is -10.9972 eV. The gap between HOMO and LUMO is 6.7 eV.

# C31H23BBaCl2N5O4

A molecular structure, C31H23BBaCl2N5O4 at a distorted geometry (ωB97M-V with the def2-TZVPD basis set, the OMol25 dataset).

CARTESIAN COORDINATES (ANGSTROEM)
Ba1 -0.6195 -1.6222 0.1272
O1 -2.5019 -2.6451 -2.0348
C1 -3.6761 -2.1595 -2.6624
C2 -4.8059 -2.9130 -2.7392
C3 -5.9114 -2.5539 -3.5547
C4 -5.7795 -1.4253 -4.3457
C5 -4.6301 -0.6231 -4.2467
C6 -3.6513 -0.8427 -3.2745
C7 -2.9272 0.2079 -2.6820
N1 -2.5714 0.2132 -1.4223
N2 -2.7103 1.3205 -0.7095
C8 -2.3074 1.3149 0.5815
O2 -1.6140 0.3798 1.1181
C9 -2.5125 2.4963 1.3537
C10 -2.9545 3.7082 0.8450
C11 -3.1954 4.7841 1.7269
C12 -2.8805 4.6638 3.0704
C13 -2.3684 3.5057 3.5493
C14 -2.1928 2.4173 2.7128
H1 -4.8168 -3.9051 -2.3267
H2 -6.8416 -3.1097 -3.5615
H3 -6.5710 -1.1988 -5.0598
H4 -4.5540 0.3009 -4.8226
H5 -2.9421 1.1677 -3.2205
H6 -3.1900 3.8018 -0.1746
H7 -3.5897 5.7176 1.3147
H8 -3.0564 5.5221 3.7229
H9 -2.0408 3.4867 4.5750
H10 -1.8449 1.4965 3.1010
N3 5.2118 5.1600 7.3201
C15 4.9776 4.6509 6.3062
C16 4.4300 3.9951 5.1052
C17 3.2477 3.2704 5.2985
C18 2.7195 2.4886 4.2712
C19 3.3652 2.4985 3.0096
C20 4.4922 3.3081 2.8189
C21 5.0585 4.0454 3.8794
N4 2.8867 1.6946 1.9670
C22 3.1830 1.8209 0.5874
C23 2.3368 0.9276 -0.0529
N5 1.6324 0.2472 0.8831
C24 1.9652 0.7131 2.0509
H11 2.7874 3.2630 6.2838
H12 1.7739 1.9770 4.4268
H13 4.8551 3.3738 1.8071
H14 5.9776 4.5524 3.7376
H15 3.7474 2.6588 0.2178
H16 2.2247 0.7178 -1.1133
H17 1.5210 0.3405 2.9862
Cl1 4.8477 -1.7073 -1.1003
C25 3.9185 -2.0878 0.3175
Cl2 2.3670 -3.0534 0.0286
H18 3.5055 -1.1787 0.7872
H19 4.5377 -2.6863 0.9538
O3 -0.1699 -2.9913 -2.2721
B1 -1.4863 -3.4356 -2.5546
O4 -1.5477 -4.6568 -3.1817
C26 -0.2390 -5.0080 -3.4036
C27 0.3093 -6.1893 -3.8104
C28 1.6896 -6.2786 -3.9518
C29 2.5034 -5.2109 -3.6376
C30 1.9679 -4.0618 -3.0257
C31 0.6073 -3.9602 -2.9459
H20 -0.2966 -6.9969 -4.0954
H21 2.1386 -7.1800 -4.4273
H22 3.5907 -5.2539 -3.7585
H23 2.6200 -3.2736 -2.6737

For the energy relative to the best compared isomer or geometry (same formula, charge and spin), the calculation gives 0.00 kcal per mole. As for the charge: -1. Its HOMO energy (spin up / spin down) is -1.9305 / -1.4633 eV. The gap between HOMO and LUMO (spin up / spin down) is 2.9 / 2.4 eV.